Entry 1:
DFT (ωB97M-V/def2-TZVPD) results for C43H37CsOP2 as an isolated structure in a non-equilibrium geometry.

```
84
Properties=species:S:1:pos:R:3
H 3.395 -7.601 1.955
P 2.119 -2.006 1.882
C 2.779 -4.484 0.729
H 0.670 -0.633 7.252
H 0.146 -3.043 3.748
C 0.402 -1.654 -3.918
H -2.195 3.490 -0.124
C -1.829 3.052 0.790
P 0.803 -2.458 -2.336
H 5.352 -5.786 -3.449
C -2.315 -4.352 -0.486
C 2.987 -5.867 0.744
H -2.200 -6.361 -3.220
C 0.310 -1.919 5.563
Cs 0.000 0.000 0.000
C -0.897 -4.681 -2.863
C 2.924 -4.450 3.144
C 2.974 -4.120 -1.670
H 4.876 1.125 -0.738
C -0.550 -3.628 -2.005
H 0.904 2.978 2.748
H 1.942 0.292 -6.281
C 2.176 -3.628 -2.730
C -2.651 -5.386 -1.354
H -3.653 2.015 1.190
H 2.462 0.645 6.107
H -2.952 -0.269 3.262
C 2.503 -4.021 -4.038
C -1.272 -3.480 -0.809
H -2.143 -1.017 -6.110
H -0.559 1.500 4.059
H -0.489 -2.472 6.051
C 4.139 -4.846 -1.938
H 6.982 0.668 0.494
C 3.627 -4.812 -4.293
C 4.884 0.414 0.083
C -0.125 -0.304 -6.343
C 1.148 -0.260 -5.785
C -0.881 -1.655 -4.482
C 3.691 -1.177 1.494
C -0.919 1.934 3.142
C -0.094 2.761 2.404
H 3.868 -5.096 -5.314
C 6.065 0.155 0.773
C -3.126 0.783 3.503
C 1.966 -0.175 5.594
H 0.087 3.978 0.655
C 2.666 -3.767 1.945
H -4.169 1.008 3.285
H 2.903 -3.935 4.101
H 3.396 -6.331 4.085
H 4.924 -2.147 2.990
C 3.214 -6.530 1.950
C 1.721 -1.556 3.598
H -2.985 0.919 4.575
C -2.652 2.226 1.527
C 4.891 -1.431 2.173
H 2.408 -0.856 -4.159
C 0.958 -0.889 6.236
C -1.141 -0.996 -5.689
H 4.816 -5.128 -1.136
C 6.069 -0.767 1.817
H -1.022 -2.684 -0.110
H 1.897 -3.709 -4.885
H -0.362 -4.834 -3.796
H 6.990 -0.974 2.356
C 3.707 -0.248 0.441
O 2.594 -3.734 -0.409
C 4.456 -5.205 -3.246
H -1.709 -2.160 -3.991
H -0.330 0.210 -7.278
H 3.108 0.103 3.812
C 2.336 -0.499 4.284
H 2.966 -6.450 -0.172
C 1.405 -0.919 -4.580
C -0.548 3.320 1.226
C -2.214 1.666 2.719
H -0.466 -0.023 -2.833
C 0.681 -2.241 4.254
C 3.208 -5.818 3.145
C -1.943 -5.552 -2.542
H 2.798 -0.036 -0.121
H -2.860 -4.222 0.445
H -3.461 -6.066 -1.104
```

As for the HOMO-LUMO gap: 4.69 eV. For the molar mass, the calculation gives 764.6 g/mol. The calculation puts the strongest force on any atom at 1.620 eV/Å. The highest occupied orbital energy comes out at -4.610 eV. Its multiplicity is 1.

Atom charges from the Löwdin analysis, given in e for atoms 1 to 5: atom 1 (H): 0.11, atom 2 (P): 1.03, atom 3 (C): -0.24, atom 4 (H): 0.10, atom 5 (H): 0.11

=====

Entry 2:
DFT (ωB97M-V/def2-TZVPD) results for an isolated molecule of C6H12O.

```
19
Properties=species:S:1:pos:R:3
H -0.282 2.462 -0.437
O 1.141 -1.154 -1.688
H -1.538 -1.657 -0.399
H 0.616 0.841 -2.089
C -1.459 -1.353 0.652
C -0.081 -0.759 0.953
H -2.267 -0.640 0.846
H -0.039 -0.453 2.007
C 0.878 0.157 -1.278
H -0.617 2.023 1.240
C 0.280 0.432 0.080
H -1.650 -2.240 1.265
C -0.619 1.645 0.211
H 2.104 1.710 -0.250
H -1.656 1.418 -0.061
H 0.680 -1.536 0.825
H 2.462 -0.017 0.236
C 1.747 0.685 -0.184
H 0.300 -1.562 -1.931
```

The SMILES is CC[C@@]1(C)C[C@H]1O. As for the HOMO-LUMO gap: 10.37 eV. For the molar mass, the calculation gives 100.2 g/mol. The calculation puts the strongest force on any atom at 0.282 eV/Å. The highest occupied orbital energy comes out at -9.452 eV. The calculation puts the energy relative to the best compared isomer or geometry (same formula, charge and spin) at 24.5 kcal/mol. Its multiplicity is 1.

Atom charges from the natural (NBO) analysis, given in e for atoms 1 to 5: atom 1 (H): 0.21, atom 2 (O): -0.70, atom 3 (H): 0.19, atom 4 (H): 0.17, atom 5 (C): -0.60

=====

Entry 3:
DFT (ωB97M-V/def2-TZVPD) results for an isolated molecule of C6H7N in a non-equilibrium geometry.

```
14
Properties=species:S:1:pos:R:3
H 0.307 -2.211 0.576
H 2.420 0.997 -0.517
N -3.003 0.309 -0.512
H -0.117 -1.643 -1.277
C 0.066 0.461 1.404
H 1.189 1.402 -1.564
H 1.466 2.477 -0.068
C -1.952 0.103 -0.108
H -1.340 -2.455 -0.111
C 0.436 0.726 0.187
C 1.516 1.450 -0.568
C -0.603 -0.339 0.262
C -0.427 -1.827 -0.182
H 0.043 0.550 2.477
```

The SMILES is CC1=C[C@@]1(C)C#N. As for the HOMO-LUMO gap: 10.75 eV. For the molar mass, the calculation gives 93.1 g/mol. The calculation puts the strongest force on any atom at 4.910 eV/Å. The highest occupied orbital energy comes out at -9.993 eV. The calculation puts the energy relative to the best compared isomer or geometry (same formula, charge and spin) at 82.2 kcal/mol. Its multiplicity is 1.

Atom charges from the natural (NBO) analysis, given in e for atoms 1 to 5: atom 1 (H): 0.22, atom 2 (H): 0.23, atom 3 (N): -0.35, atom 4 (H): 0.23, atom 5 (C): -0.18